Computed, not measured: a molecular structure, C45H37N7O9Pb, with ωB97M-V/def2-TZVPD.

* 2S+1: 1
* HOMO energy: -2.40 eV
* LUMO energy: 4.0 eV
* ΔE to the lowest compared entry with this formula, charge and spin: 15.46 kcal/mol
* charge: -2

```
99
Properties=species:S:1:pos:R:3:forces:R:3
Pb 0.3861 0.0585 0.2296 -0.11 0.02 0.00
O 1.4073 3.7475 4.5151 0.20 0.72 0.19
C 0.7816 4.5780 3.6687 0.18 -0.07 0.20
C 1.0135 5.9508 3.7899 -0.01 0.05 -0.02
C 0.4001 6.8448 2.9311 0.02 0.01 0.02
C -0.4593 6.3911 1.9349 0.01 -0.06 0.00
C -0.6893 5.0288 1.8213 -0.01 0.01 -0.03
C -0.0887 4.1098 2.6735 -0.07 -0.03 -0.15
C -0.3539 2.6463 2.4508 -0.09 0.27 0.07
O -1.1299 2.2934 1.5453 0.17 -0.06 0.02
N 0.3011 1.8558 3.3191 -0.40 -0.48 -0.33
N 0.2114 0.5404 2.9523 0.19 -0.01 0.05
C 0.4836 -0.3357 3.8339 0.05 -0.05 0.00
C 0.5070 -1.7710 3.4925 -0.02 0.20 0.05
C 0.9465 -2.7104 4.4189 0.03 -0.03 -0.01
C 0.9874 -4.0433 4.0382 0.01 -0.01 0.01
C 0.6004 -4.3879 2.7548 -0.02 -0.02 0.01
C 0.1738 -3.3769 1.8989 -0.04 0.01 -0.03
N 0.1199 -2.1082 2.2662 -0.19 -0.06 -0.01
H 1.1310 2.8244 4.2292 -0.08 -0.43 -0.05
H 1.6947 6.2854 4.5627 0.00 0.01 0.00
H 0.6008 7.9061 3.0352 0.00 0.00 0.00
H -0.9310 7.0867 1.2518 0.00 0.01 0.00
H -1.3354 4.6238 1.0518 -0.01 0.01 -0.02
H 0.7320 -0.0386 4.8560 0.00 -0.01 0.00
H 1.2644 -2.3934 5.4047 -0.02 -0.01 0.01
H 1.3298 -4.8012 4.7337 -0.01 0.00 0.00
H 0.6289 -5.4125 2.4092 0.01 0.00 0.00
H -0.1169 -3.5839 0.8737 -0.04 -0.02 -0.03
C 4.1797 -0.1565 -2.8335 -0.01 -0.04 -0.05
C 3.2201 -0.6856 -1.7786 -0.07 -0.09 0.06
O 2.0905 -0.2181 -1.7732 0.02 0.05 0.12
C 3.6925 -1.7287 -0.8580 0.02 0.11 -0.13
C 4.6885 -2.6023 -1.3185 0.06 -0.04 0.02
C 5.1558 -3.6589 -0.5700 -0.04 0.05 0.01
C 4.6157 -3.8452 0.7122 0.02 -0.04 0.00
C 3.6628 -2.9970 1.2086 0.01 0.02 0.01
C 3.1555 -1.8890 0.4585 -0.06 0.00 0.10
O 2.3153 -1.1046 1.0168 0.20 0.15 -0.22
H 3.8315 0.8338 -3.1195 0.01 0.00 -0.02
H 4.1531 -0.8015 -3.7153 -0.01 0.00 0.00
H 5.2067 -0.1112 -2.4740 -0.01 0.01 0.02
H 5.0795 -2.4592 -2.3196 0.01 -0.01 0.01
H 5.8994 -4.3367 -0.9689 0.00 0.00 0.00
H 4.9513 -4.6799 1.3205 0.01 0.01 0.00
H 3.2361 -3.1396 2.1950 0.04 0.00 0.00
C -1.6626 3.0302 -3.2326 -0.04 -0.04 0.01
C -0.8324 4.1415 -3.2366 0.01 0.05 -0.02
C 0.2275 4.2063 -2.3542 -0.02 -0.02 0.02
C 0.4533 3.1486 -1.4625 0.03 -0.02 0.09
N -0.3567 2.0873 -1.4758 0.06 -0.08 -0.07
C -1.3717 2.0270 -2.3239 0.04 0.11 0.01
C 1.5749 3.1239 -0.4811 -0.03 0.09 -0.05
C 2.3737 4.2628 -0.3279 0.06 0.03 0.03
C 3.4199 4.2757 0.5783 -0.02 0.02 -0.01
C 3.6842 3.1357 1.3260 -0.03 -0.06 0.00
C 2.8889 2.0080 1.1666 0.02 0.04 0.06
C 1.8079 1.9704 0.2838 -0.11 -0.06 0.10
H -2.4998 2.9381 -3.9117 0.00 0.00 0.00
H -1.0074 4.9558 -3.9308 0.00 0.00 0.00
H 0.8783 5.0676 -2.3617 0.00 0.00 -0.01
H -1.9755 1.1279 -2.2631 0.03 0.02 -0.05
H 2.1745 5.1669 -0.8909 0.00 0.00 0.01
H 4.0129 5.1737 0.7105 0.00 0.00 -0.01
H 4.4950 3.1328 2.0470 0.00 0.01 0.00
H 3.1016 1.1258 1.7634 0.00 -0.01 -0.01
C -3.3837 0.8348 3.9816 -0.01 -0.01 -0.01
N -3.5083 0.2728 2.6486 -0.06 -0.07 0.02
C -3.7836 1.0756 1.5986 -0.03 0.12 -0.04
C -3.7925 0.6129 0.3337 -0.10 -0.20 0.05
C -3.3292 -0.7384 0.1647 0.06 0.27 0.02
N -3.1549 -1.5545 1.1797 -0.02 0.01 0.14
C -3.3328 -1.1221 2.4581 0.10 0.00 -0.18
O -3.3347 -1.8551 3.4361 0.04 -0.03 0.09
N -3.0148 -1.1912 -1.0698 0.13 -0.19 0.07
H -4.2522 1.4559 4.2131 0.02 0.01 0.00
H -2.4737 1.4311 4.0525 0.04 0.05 -0.01
H -3.3331 0.0081 4.6831 -0.01 -0.01 -0.01
H -3.9834 2.1124 1.8393 0.08 -0.02 -0.02
H -3.9995 1.2617 -0.5038 0.07 0.03 0.00
H -3.0897 -0.5420 -1.8330 0.00 0.09 0.09
H -2.1816 -1.8078 -1.1364 -0.28 -0.24 -0.29
O 0.3300 -4.4048 -2.4902 -0.04 -0.17 0.04
C -0.5669 -3.5543 -2.4743 -0.10 0.24 0.11
O -0.7151 -2.5663 -1.7035 0.21 -0.12 0.03
C -1.6597 -3.6929 -3.5401 -0.01 0.02 -0.12
C -2.1591 -2.5630 -4.1767 -0.07 -0.02 0.01
C -3.1381 -2.6433 -5.1738 0.03 -0.01 0.03
C -3.6038 -3.8982 -5.4750 -0.03 0.04 0.01
O -4.5596 -4.2600 -6.4120 0.03 -0.04 -0.03
C -4.7396 -5.6603 -6.2442 0.05 0.01 0.05
O -3.7484 -6.1474 -5.3527 0.00 0.01 -0.09
C -3.1172 -5.0219 -4.8442 0.00 -0.04 0.05
C -2.1355 -4.9624 -3.8890 0.05 0.04 -0.04
H -1.7649 -1.5990 -3.8799 0.01 -0.01 0.00
H -3.5130 -1.7650 -5.6826 -0.01 0.00 0.00
H -4.6258 -6.1540 -7.2127 -0.04 -0.01 0.01
H -5.7337 -5.8522 -5.8218 -0.01 0.01 0.00
H -1.7195 -5.8440 -3.4215 0.01 0.00 0.01
```
Positions in Å, forces in eV/Å.

=====

Computed, not measured: a molecular structure, C45H38BeBrF5N2O5PSeSi2, with ωB97M-V/def2-TZVPD.

* 2S+1: 1
* HOMO energy: -5.36 eV
* LUMO energy: 2.2 eV
* ΔE to the lowest compared entry with this formula, charge and spin: 0.00 kcal/mol
* charge: -1

```
101
Properties=species:S:1:pos:R:3:forces:R:3
Be 0.7881 0.7628 -0.5785 0.10 0.12 0.38
F 1.6865 -7.6985 -0.9905 0.01 0.00 -0.02
C 1.2079 -6.4776 -1.2367 0.08 -0.12 0.03
C -0.1463 -6.2830 -1.3831 -0.09 -0.07 0.00
F -0.9761 -7.3262 -1.3004 -0.02 0.01 0.01
C -0.6326 -5.0124 -1.6305 -0.11 0.04 -0.10
F -1.9587 -4.9321 -1.8031 0.02 0.07 0.04
C 0.1873 -3.8961 -1.7242 0.05 0.09 0.25
P -0.4041 -2.1214 -1.8783 0.09 -0.33 -0.24
C -2.0062 -2.1864 -0.9959 0.00 0.06 0.06
C -3.1190 -1.4897 -1.4625 0.01 -0.03 -0.02
C -4.2851 -1.4420 -0.7075 0.04 0.01 0.00
C -4.3466 -2.0687 0.5292 0.01 0.05 0.01
C -3.2280 -2.7290 1.0200 0.05 0.08 -0.02
C -2.0655 -2.7783 0.2662 0.06 -0.10 -0.02
C -0.8506 -2.1886 -3.6674 -0.13 0.10 0.05
C -0.0200 -1.4945 -4.5442 0.04 0.01 0.00
C -0.2903 -1.4656 -5.9065 0.00 -0.04 0.01
C -1.4071 -2.1195 -6.4059 0.00 0.01 0.04
C -2.2374 -2.8237 -5.5422 0.03 -0.01 0.05
C -1.9576 -2.8637 -4.1829 0.01 0.00 -0.05
C 1.5656 -4.1340 -1.6055 -0.05 0.07 -0.02
Br 2.8458 -2.7611 -1.7707 -0.07 0.07 0.08
C 2.0626 -5.4013 -1.3628 0.13 -0.01 0.01
F 3.3739 -5.6289 -1.2359 -0.05 0.00 -0.02
H -3.0688 -0.9773 -2.4153 -0.02 0.00 0.01
H -5.1456 -0.9017 -1.0855 0.02 -0.01 0.00
H -5.2546 -2.0252 1.1187 0.02 0.01 -0.01
H -3.2485 -3.1869 2.0012 0.00 -0.02 -0.01
H -1.1932 -3.2836 0.6722 -0.21 0.06 -0.09
H 0.8327 -0.9540 -4.1508 -0.03 0.02 0.00
H 0.3653 -0.9195 -6.5739 -0.03 0.01 0.03
H -1.6393 -2.0712 -7.4632 0.03 -0.03 0.01
H -3.1072 -3.3433 -5.9265 0.01 0.02 0.01
H -2.6100 -3.4160 -3.5203 -0.02 0.04 0.01
O 0.4036 0.1167 0.7043 -0.21 0.06 -0.19
Si 0.3389 0.0586 2.2965 0.11 -0.02 -0.04
C -1.2519 0.8551 2.9024 -0.10 0.07 0.04
C -1.4386 1.2624 4.2296 -0.01 -0.07 -0.05
C -2.6217 1.8592 4.6442 -0.03 -0.02 -0.07
C -3.6482 2.0657 3.7290 0.06 -0.02 0.00
C -3.4823 1.6739 2.4073 0.01 -0.06 0.01
C -2.2947 1.0768 1.9969 0.02 0.00 0.05
C 0.4005 -1.7454 2.8102 -0.05 -0.10 0.13
C 0.8187 -2.7193 1.9008 0.18 0.03 0.09
C 0.8347 -4.0664 2.2451 0.00 0.06 0.08
C 0.4335 -4.4621 3.5148 -0.01 0.05 -0.02
C 0.0274 -3.5064 4.4397 -0.01 0.02 -0.04
C 0.0141 -2.1621 4.0879 0.02 -0.09 -0.09
C 1.7547 0.9467 3.1518 0.03 0.10 0.13
C 1.6818 2.3161 3.4374 0.08 -0.07 -0.04
C 2.7278 2.9785 4.0668 0.01 -0.03 -0.04
C 3.8745 2.2792 4.4225 -0.04 -0.01 -0.02
C 3.9727 0.9236 4.1381 -0.03 0.04 -0.02
C 2.9214 0.2662 3.5108 -0.01 0.07 -0.01
H -0.6378 1.1256 4.9517 -0.02 0.02 -0.04
H -2.7416 2.1697 5.6761 0.01 0.00 -0.03
H -4.5692 2.5429 4.0433 0.00 -0.03 0.00
H -4.2778 1.8333 1.6881 0.01 0.01 0.03
H -2.1660 0.7952 0.9535 0.00 -0.04 0.08
H 1.1471 -2.4067 0.9132 -0.04 0.01 0.01
H 1.1551 -4.8081 1.5228 0.03 -0.02 -0.03
H 0.4401 -5.5116 3.7849 0.00 0.01 0.00
H -0.2874 -3.8113 5.4311 0.02 0.00 -0.01
H -0.3102 -1.4276 4.8200 -0.01 -0.04 -0.04
H 0.7906 2.8720 3.1614 0.01 -0.01 0.03
H 2.6542 4.0401 4.2729 0.00 -0.02 -0.01
H 4.6927 2.7938 4.9120 0.00 0.00 -0.04
H 4.8743 0.3804 4.3955 -0.02 0.00 0.01
H 3.0145 -0.7903 3.2842 0.00 0.01 0.00
F 2.2785 5.2003 -2.9993 -0.06 -0.01 0.06
C 2.8822 4.8919 -1.8409 0.03 0.12 -0.08
C 3.3279 3.6575 -1.6070 0.12 -0.19 0.07
N 4.0094 3.3200 -0.4551 0.02 0.02 -0.08
C 4.4597 1.9440 -0.2442 0.11 0.24 -0.16
C 3.3508 0.9062 -0.1978 -0.24 -0.17 0.08
O 3.6019 -0.1717 0.3027 -0.09 0.00 -0.13
O 2.2543 1.2815 -0.7797 -0.01 -0.11 -0.03
C 4.3270 4.2756 0.4903 -0.05 -0.09 0.02
O 5.0218 4.0696 1.4643 -0.07 0.03 -0.05
N 3.7771 5.5222 0.2396 0.01 0.02 -0.08
C 3.0525 5.9558 -0.8713 -0.01 0.01 0.13
O 2.6493 7.0949 -0.9594 0.05 0.01 -0.03
H 3.1645 2.8656 -2.3225 -0.01 -0.02 0.04
H 5.0107 1.9061 0.6865 0.06 0.06 0.07
H 5.1288 1.6549 -1.0586 0.08 0.02 0.03
H 3.9819 6.2230 0.9357 -0.01 0.01 0.02
C -3.3887 2.7725 -1.1124 -0.15 0.03 0.10
Si -1.9110 3.0186 -2.2316 0.11 -0.19 0.25
C -1.0806 4.6055 -1.7190 0.10 0.20 0.00
C -2.5240 3.1404 -3.9894 -0.07 0.05 -0.20
Se -0.5625 1.2269 -2.2197 0.06 -0.14 -0.36
H -4.1341 3.5546 -1.3004 0.02 -0.06 0.06
H -3.0880 2.8286 -0.0622 -0.03 0.01 -0.12
H -3.8556 1.7972 -1.2783 0.03 0.05 0.01
H -1.8167 5.4178 -1.6924 0.08 -0.02 0.01
H -0.2807 4.8904 -2.4078 -0.04 -0.03 0.06
H -0.6506 4.5055 -0.7185 -0.01 0.02 -0.04
H -3.2631 3.9415 -4.0970 0.03 -0.04 -0.02
H -2.9889 2.1946 -4.2812 0.01 0.06 -0.01
H -1.6963 3.3326 -4.6766 -0.05 -0.01 0.03
```
Positions in Å, forces in eV/Å.

=====

Computed, not measured: a molecular structure, C45H38Cl2N6O7TeW, with ωB97M-V/def2-TZVPD.

* 2S+1: 2
* HOMO energy (spin up / spin down): -10.60 / -10.60 eV
* LUMO energy (spin up / spin down): -4.4 / -6.0 eV
* ΔE to the lowest compared entry with this formula, charge and spin: 0.00 kcal/mol
* charge: +1

```
100
Properties=species:S:1:pos:R:3:forces:R:3
W -0.4441 0.4535 0.0903 -0.21 0.36 0.25
Cl 2.8756 -5.8191 -0.3082 0.00 -0.01 0.00
C 2.5491 -4.1466 -0.2518 0.00 0.03 0.00
C 1.2557 -3.7164 -0.3818 -0.05 0.07 0.00
C 0.9669 -2.3388 -0.3238 -0.05 0.02 0.00
N -0.2573 -1.7444 -0.3963 0.09 -0.08 0.13
C -1.3870 -2.5532 -0.5670 -0.01 -0.01 -0.10
O -1.4140 -3.6417 -1.0883 0.17 -0.02 0.24
C -2.5825 -1.9522 0.0628 0.02 -0.06 0.07
C -3.6997 -2.7152 0.3252 0.07 -0.02 0.07
C -4.6794 -2.1829 1.1507 0.01 0.01 0.01
C -4.4928 -0.9159 1.6743 -0.02 0.01 -0.03
C -3.3712 -0.1931 1.3028 0.03 -0.10 -0.03
N -2.4247 -0.6989 0.5031 0.00 0.00 0.00
C 2.0496 -1.4064 -0.1368 0.01 -0.01 0.04
C 3.3753 -1.8746 -0.0121 -0.02 0.04 0.01
C 3.6229 -3.2153 -0.0688 -0.03 -0.03 -0.01
Cl 5.2242 -3.7805 0.0936 0.00 0.00 0.00
N 1.6476 -0.1226 -0.1674 0.14 0.04 -0.18
C 2.5842 0.9017 -0.3603 -0.09 -0.05 0.02
O 3.7488 0.8807 -0.0673 0.03 0.00 -0.02
C 1.9729 2.0415 -1.0991 0.03 0.07 -0.06
C 2.7689 3.0429 -1.6104 -0.02 -0.04 0.02
C 2.1632 4.0860 -2.2940 -0.01 0.01 -0.01
C 0.7853 4.0892 -2.4082 -0.01 -0.02 0.01
C 0.0522 3.0529 -1.8538 0.07 -0.01 0.04
N 0.6398 2.0217 -1.2327 -0.13 -0.16 0.03
H 0.4763 -4.4406 -0.5363 -0.03 -0.01 -0.01
H -3.7505 -3.7149 -0.0815 0.00 0.00 0.00
H -5.5525 -2.7637 1.4157 -0.01 0.00 0.00
H -5.1659 -0.4848 2.4010 0.01 0.00 -0.01
H -3.2114 0.7951 1.6975 0.00 0.06 0.04
H 4.1854 -1.1845 0.1507 -0.02 -0.01 0.00
H 3.8361 2.9872 -1.4513 0.00 0.00 0.00
H 2.7563 4.8877 -2.7120 0.00 0.01 0.00
H 0.2589 4.8915 -2.9045 0.00 0.00 0.00
H -1.0276 3.0712 -1.8757 0.00 0.02 -0.04
O -3.0658 -0.8383 6.4842 0.00 0.05 0.01
C -3.0759 -0.5207 5.3104 -0.05 -0.17 0.05
O -3.9746 -0.1800 4.4967 0.00 0.07 0.00
C -1.8230 -0.5330 4.4518 0.05 0.09 -0.05
C -1.4696 -1.6776 3.7202 0.03 -0.02 0.00
C -0.7558 -1.5411 2.5624 -0.03 0.07 0.02
N -0.3249 -0.3354 2.1249 -0.05 0.02 -0.06
C -0.4066 0.7027 2.9988 -0.01 -0.12 -0.01
C -1.1141 0.6442 4.1630 -0.01 0.02 -0.02
C 0.2921 1.9217 2.4952 -0.04 0.00 0.01
O 0.4959 2.9100 3.1368 0.03 -0.02 -0.03
O 0.6729 1.7457 1.2309 -0.03 -0.08 -0.08
H -1.8422 -2.6500 4.0130 0.01 -0.01 0.01
H -0.5624 -2.3902 1.9256 0.00 -0.03 -0.02
H -1.1900 1.5280 4.7830 0.00 0.00 0.01
C -2.4912 3.5477 1.6617 -0.09 -0.11 0.02
C -2.3438 2.9341 0.2969 0.30 0.25 0.07
O -2.7025 3.4776 -0.7283 -0.17 -0.07 -0.02
N -1.6938 1.7210 0.2525 0.23 -0.14 0.04
Te -1.7394 0.5117 -2.6263 0.10 -0.01 -0.07
C -0.6359 0.2475 -4.4222 -0.05 0.04 -0.03
C 0.6686 -0.2316 -4.5098 0.02 0.02 -0.05
C 1.4563 -0.7462 -3.3415 -0.02 0.03 0.05
C 1.2771 -0.2708 -5.7633 0.00 -0.03 0.01
C 0.6227 0.1342 -6.9131 0.00 0.01 -0.01
C 1.2896 0.0761 -8.2573 0.00 0.00 0.00
C -0.6873 0.5900 -6.7944 -0.01 -0.01 0.01
C -1.3373 0.6629 -5.5724 0.03 0.03 0.03
C -2.7593 1.1645 -5.5456 0.02 0.01 0.03
C -3.1341 -1.0592 -2.7554 -0.08 0.08 0.06
C -4.4226 -0.7325 -2.3014 -0.06 -0.05 -0.07
C -4.7977 0.6328 -1.7829 0.03 0.03 -0.04
C -5.3991 -1.7186 -2.3528 0.03 0.05 -0.03
C -5.1316 -2.9923 -2.8420 0.02 0.00 -0.02
C -6.2024 -4.0443 -2.8960 0.00 0.01 0.00
C -3.8472 -3.2710 -3.2923 -0.01 0.01 -0.02
C -2.8292 -2.3249 -3.2639 -0.01 0.00 -0.11
C -1.4724 -2.7069 -3.7872 0.00 -0.01 -0.03
H -3.4077 4.1321 1.6855 -0.01 0.02 0.01
H -1.6424 4.2154 1.8291 0.00 -0.03 -0.05
H -2.4891 2.8094 2.4634 -0.04 -0.01 0.00
H 0.8347 -0.8454 -2.4551 0.05 0.04 -0.07
H 2.2892 -0.0787 -3.1081 0.01 0.01 0.01
H 1.8802 -1.7254 -3.5714 0.01 -0.01 0.00
H 2.2921 -0.6460 -5.8333 0.01 0.00 0.00
H 2.3168 -0.2741 -8.1769 0.00 0.00 0.00
H 1.2990 1.0601 -8.7272 0.00 0.01 0.00
H 0.7514 -0.5975 -8.9253 0.00 0.00 0.00
H -1.2214 0.9012 -7.6849 0.00 0.00 0.00
H -3.0900 1.4031 -6.5541 0.00 0.00 0.00
H -2.8591 2.0685 -4.9404 -0.01 0.00 0.00
H -3.4449 0.4159 -5.1417 -0.01 -0.01 0.01
H -4.1151 1.0008 -1.0152 0.01 0.00 -0.01
H -5.7969 0.6101 -1.3516 0.00 0.01 0.00
H -4.7953 1.3742 -2.5857 0.00 0.00 -0.01
H -6.3971 -1.4833 -2.0010 -0.01 0.00 0.00
H -7.1109 -3.7144 -2.3956 -0.01 0.00 0.00
H -5.8654 -4.9693 -2.4268 0.00 -0.01 0.00
H -6.4543 -4.2805 -3.9310 0.00 0.00 0.00
H -3.6219 -4.2610 -3.6730 0.01 -0.01 0.01
H -1.3438 -3.7861 -3.7364 -0.01 0.00 0.00
H -0.6656 -2.2482 -3.2131 -0.09 -0.07 -0.05
H -1.3550 -2.3926 -4.8265 -0.01 0.00 0.00
```
Positions in Å, forces in eV/Å.